The following is a DFT calculation (the ωB97M-V functional and the def2-TZVPD basis) of the ion C5H11OS with charge -1 at a distorted geometry.

Each line ends with the natural charge from an NBO analysis.
Element x y z (Å)
C (2.923, 0.965, 0.115)  -0.8143
S (1.290, 1.045, -0.423)  0.2614
C (0.731, -0.659, -0.251)  -0.5531
C (-0.576, -1.019, 0.592)  -0.3988
C (-1.898, -0.738, -0.217)  -0.4454
C (-2.256, 0.783, -0.113)  0.0066
O (-3.225, 1.186, -0.930)  -0.9569
H (3.352, 1.995, 0.258)  0.2243
H (2.932, 0.514, 1.129)  0.2051
H (3.776, 0.579, -0.456)  0.1938
H (1.547, -1.258, 0.087)  0.1998
H (0.503, -1.189, -1.212)  0.2053
H (-0.564, -2.131, 0.855)  0.1825
H (-0.533, -0.420, 1.501)  0.1959
H (-2.751, -1.363, -0.082)  0.1896
H (-1.608, -0.910, -1.284)  0.1780
H (-1.246, 1.351, -0.467)  0.0402
H (-2.398, 1.269, 0.898)  0.0861

Properties
- Net charge: -1
- E_tot: -670.4665 Ha
- LUMO: 3.24 eV
- SMILES string: CSCCCC[O-]
- Energy relative to the best compared isomer or geometry (same formula, charge and spin): 257.3 kJ/mol

***

The following is a DFT calculation (the ωB97M-V functional and the def2-TZVPD basis) of the molecule C21H27N3O2S.

Each line ends with the natural charge from an NBO analysis.
Element x y z (Å)
C (-6.966, -2.291, -0.219)  -0.6077
C (-5.609, -2.235, -0.911)  -0.3884
C (-5.062, -0.814, -1.041)  -0.4236
C (-4.732, -0.187, 0.323)  -0.2192
N (-3.929, 1.026, 0.293)  -0.4587
C (-4.483, 2.105, -0.508)  -0.2044
C (-5.862, 2.535, -0.021)  -0.6175
C (-2.523, 0.778, 0.043)  -0.2154
C (-1.812, 0.359, 1.342)  -0.2303
N (-0.394, 0.195, 1.143)  -0.6025
C (0.164, -1.026, 0.954)  0.6384
O (-0.462, -2.065, 1.033)  -0.6108
C (1.611, -1.022, 0.673)  -0.2896
C (2.378, -2.131, 0.468)  -0.1406
C (3.736, -1.829, 0.225)  -0.1937
C (4.800, -2.791, -0.030)  0.6509
O (4.679, -3.997, -0.074)  -0.6002
N (6.035, -2.202, -0.232)  -0.5678
C (6.322, -0.860, -0.211)  0.1764
C (7.620, -0.396, -0.429)  -0.2383
C (7.886, 0.954, -0.403)  -0.1730
C (6.877, 1.892, -0.162)  -0.0288
C (7.205, 3.353, -0.131)  -0.6268
C (5.592, 1.439, 0.053)  -0.1863
C (5.295, 0.074, 0.033)  -0.0520
C (3.995, -0.468, 0.248)  -0.1426
S (2.561, 0.440, 0.567)  0.4133
H (-7.348, -3.310, -0.223)  0.2109
H (-7.684, -1.656, -0.736)  0.1985
H (-6.892, -1.961, 0.813)  0.2010
H (-5.704, -2.664, -1.911)  0.2004
H (-4.893, -2.846, -0.357)  0.1985
H (-4.153, -0.847, -1.647)  0.2026
H (-5.792, -0.197, -1.569)  0.1928
H (-4.187, -0.920, 0.921)  0.1979
H (-5.656, 0.047, 0.854)  0.1977
H (-3.804, 2.957, -0.404)  0.1909
H (-4.534, 1.852, -1.581)  0.1624
H (-6.618, 1.792, -0.254)  0.2016
H (-5.841, 2.690, 1.054)  0.2127
H (-6.142, 3.468, -0.504)  0.2130
H (-2.349, 0.001, -0.717)  0.1779
H (-2.060, 1.701, -0.317)  0.1897
H (-1.992, 1.113, 2.112)  0.2011
H (-2.190, -0.604, 1.688)  0.2306
H (0.155, 1.024, 0.978)  0.3886
H (1.983, -3.130, 0.492)  0.2629
H (6.796, -2.846, -0.411)  0.4154
H (8.411, -1.106, -0.617)  0.2144
H (8.895, 1.300, -0.573)  0.2133
H (7.835, 3.577, 0.729)  0.2207
H (7.753, 3.640, -1.027)  0.2194
H (6.303, 3.954, -0.063)  0.2155
H (4.788, 2.136, 0.242)  0.2088

Properties
- E_tot: -1529.4179 Ha
- LUMO: -0.28 eV
- SMILES string: CCCCN(CC)CCNC(=O)c1cc2c(=O)[nH]c3ccc(C)cc3c2s1
- Energy relative to the best compared isomer or geometry (same formula, charge and spin): 24.8 kJ/mol

***

> Among the records above, which one has the highest energy relative to the best compared isomer or geometry (same formula, charge and spin)?

C5H11OS